No. 1
{"formula": "C3H4NaO3", "method": "the ωB97M-V functional and the def2-TZVPD basis", "species": ["Na", "O", "O", "O", "C", "C", "C", "H", "H", "H", "H"], "coordinates": [[2.7418, -0.3647, -0.2214], [-1.2635, 0.9273, 0.2318], [0.6953, 0.6756, -0.9628], [0.4599, -0.4174, 0.9870], [0.1783, 0.3563, 0.0828], [-2.2160, 0.1655, 0.5718], [-1.9954, -1.2513, 0.9035], [-3.2097, 0.4889, 0.2362], [-1.5598, -1.7431, 0.0191], [-1.8890, -0.9655, 2.0308], [-2.9681, -1.7665, 0.9460]], "e_above_lowest_kcal_mol": 46.8, "homo_energy_ev": -14.850, "e_lumo_ev": -4.71, "mol_weight_g_mol": 111.052, "total_energy_ha": -504.4771, "homo_lumo_gap_ev": 10.1412, "total_charge": 1}

***

No. 2
{"formula": "C3H4NaO4", "method": "the ωB97M-V functional and the def2-TZVPD basis", "species": ["Na", "O", "O", "O", "O", "C", "C", "C", "H", "H", "H", "H"], "coordinates": [[-0.5564, 1.3543, 0.6567], [-0.3143, -0.8316, -0.2580], [1.7733, 0.8076, -0.1630], [2.6893, -1.0967, -1.0453], [-2.6204, 0.9667, -0.0340], [-2.0737, -1.2972, -0.5232], [-2.8641, -0.0838, -0.7462], [1.9445, -0.2743, -0.6500], [-3.4329, 0.0203, -1.6852], [0.0028, -1.6161, 0.2028], [-2.1420, -2.0418, -1.3249], [-2.2363, -1.7251, 0.4797]], "e_above_lowest_kcal_mol": 28.3, "homo_energy_ev": [-5.992, -9.088], "e_lumo_ev": [-0.34, -0.41], "mol_weight_g_mol": 127.051, "total_energy_ha": -579.9371, "homo_lumo_gap_ev": [5.6546, 8.6777], "multiplicity": 2}

***

No. 3
{"formula": "C3H4NiO4", "method": "the ωB97M-V functional and the def2-TZVPD basis", "species": ["Ni", "O", "O", "O", "O", "C", "C", "C", "H", "H", "H", "H"], "coordinates": [[-1.5328, 2.1862, -0.3742], [-1.0254, 0.6084, 0.2699], [0.1947, 2.4706, 0.0963], [1.2231, 0.4469, -0.1818], [0.5636, 1.0411, 1.9006], [1.5536, -0.6351, 0.6600], [0.1984, 1.1806, 0.4848], [1.5182, 0.0117, 2.0531], [2.4898, 0.4374, 2.3476], [0.7403, -1.4106, 0.6511], [1.1914, -0.7016, 2.8242], [2.5449, -1.0143, 0.3852]], "e_above_lowest_kcal_mol": 0.0, "homo_energy_ev": [-9.348, -9.342], "e_lumo_ev": [-1.67, -1.66], "mol_weight_g_mol": 162.754, "total_energy_ha": -1925.8796, "homo_lumo_gap_ev": [7.6780, 7.6801], "multiplicity": 3}

***

No. 4
{"formula": "C3H4O", "method": "the ωB97M-V functional and the def2-TZVPD basis", "species": ["O", "C", "C", "C", "H", "H", "H", "H"], "coordinates": [[0.8272, -0.1013, -1.0820], [-0.2398, -1.1191, 0.9488], [0.0682, -0.2453, 0.0741], [0.1053, 1.1052, -0.7229], [0.6741, 2.0490, -0.6378], [-0.8942, -1.0167, 1.7956], [-0.7849, 1.3704, -1.2169], [0.2441, -2.0422, 0.8411]], "e_above_lowest_kcal_mol": 43.9, "homo_energy_ev": -9.671, "smiles": "C=C1CO1", "e_lumo_ev": 1.10, "mol_weight_g_mol": 56.064, "total_energy_ha": -191.8401, "homo_lumo_gap_ev": 10.7660}

***

No. 5
{"formula": "C3H4O", "method": "the ωB97M-V functional and the def2-TZVPD basis", "species": ["O", "C", "C", "C", "H", "H", "H", "H"], "coordinates": [[0.4764, 0.6438, 1.1667], [0.2376, 1.2211, -0.1637], [0.0824, -0.1537, 0.1314], [-0.2083, -1.3477, -0.0636], [1.1086, 1.4742, -0.6465], [-0.7016, 1.6981, -0.2353], [-0.2681, -1.8937, 0.8298], [-0.7270, -1.6420, -1.0188]], "e_above_lowest_kcal_mol": 40.4, "homo_energy_ev": -9.640, "smiles": "C=C1CO1", "e_lumo_ev": 1.09, "mol_weight_g_mol": 56.064, "total_energy_ha": -191.8455, "homo_lumo_gap_ev": 10.7272}

***

No. 6
{"formula": "C3H4O", "method": "the ωB97M-V functional and the def2-TZVPD basis", "species": ["O", "C", "C", "C", "H", "H", "H", "H"], "coordinates": [[-1.6419, 0.0077, -0.3499], [1.1016, -0.4556, -0.3173], [-0.4295, 0.0640, 0.3905], [0.8537, 0.8267, -0.2200], [1.0073, 1.8589, -0.5883], [-0.6076, -0.0880, 1.5121], [-2.0450, -0.8631, -0.1016], [1.7615, -1.3508, -0.3255]], "e_above_lowest_kcal_mol": 66.6, "homo_energy_ev": -8.749, "smiles": "OC1C=C1", "e_lumo_ev": 1.09, "mol_weight_g_mol": 56.064, "total_energy_ha": -191.8039, "homo_lumo_gap_ev": 9.8434}

***

No. 7
{"formula": "C3H4O", "method": "the ωB97M-V functional and the def2-TZVPD basis", "species": ["O", "C", "C", "C", "H", "H", "H", "H"], "coordinates": [[2.4869, -0.0174, 0.0148], [0.9258, 0.0391, -0.0981], [-0.4112, 0.7475, -0.0366], [-0.2576, -0.7770, -0.0312], [-0.7176, -1.2230, 0.8433], [-0.8218, 1.3348, -0.8128], [-0.6116, -1.2360, -0.8327], [-0.5929, 1.1320, 0.9532]], "e_above_lowest_kcal_mol": 96.0, "homo_energy_ev": [-9.921, -9.921], "smiles": "O=C1CC1", "e_lumo_ev": [-0.71, -0.71], "mol_weight_g_mol": 56.064, "total_energy_ha": -191.7570, "homo_lumo_gap_ev": [9.2123, 9.2128]}

***

No. 8
{"formula": "C3H4O", "method": "the ωB97M-V functional and the def2-TZVPD basis", "species": ["O", "C", "C", "C", "H", "H", "H", "H"], "coordinates": [[0.4351, 0.7978, 1.4433], [-0.1617, -0.5218, -1.8770], [-0.2480, -0.1570, 0.7134], [-0.0098, -0.2921, -0.7137], [-0.1972, -1.0362, -2.9237], [0.7895, 1.5402, 0.5836], [-1.1936, 0.1949, 0.8998], [-0.3623, -1.2559, 1.1577]], "e_above_lowest_kcal_mol": 69.8, "homo_energy_ev": -9.801, "smiles": "C#CCO", "e_lumo_ev": 0.60, "mol_weight_g_mol": 56.064, "total_energy_ha": -191.7987, "homo_lumo_gap_ev": 10.4063}

***

No. 9
{"formula": "C3H4O", "method": "the ωB97M-V functional and the def2-TZVPD basis", "species": ["O", "C", "C", "C", "H", "H", "H", "H"], "coordinates": [[2.2810, -0.0189, -0.0662], [0.8474, 0.0078, -0.1030], [-0.3830, 0.7933, -0.0527], [-0.3372, -0.8067, 0.0139], [-0.4828, 1.1651, 1.0765], [-0.5074, -1.1913, -0.9132], [-0.6322, -1.3849, 0.8732], [-0.7858, 1.4357, -0.8285]], "e_above_lowest_kcal_mol": 63.4, "homo_energy_ev": -9.794, "smiles": "O=C1CC1", "e_lumo_ev": -0.01, "mol_weight_g_mol": 56.064, "total_energy_ha": -191.8090, "homo_lumo_gap_ev": 9.7877}

***

No. 10
{"formula": "C3H4O", "method": "the ωB97M-V functional and the def2-TZVPD basis", "species": ["O", "C", "C", "C", "H", "H", "H", "H"], "coordinates": [[0.9650, -1.4311, -0.3854], [0.5592, -0.0675, 0.8031], [-1.3544, 1.3387, -0.3027], [-0.5012, 0.6519, 0.2203], [-2.1196, 1.9401, -0.7409], [0.2741, -0.7039, 1.6395], [0.5974, -1.0953, -1.2204], [1.5796, -0.6329, -0.0135]], "e_above_lowest_kcal_mol": 105.2, "homo_energy_ev": -8.541, "e_lumo_ev": 0.11, "mol_weight_g_mol": 56.064, "total_energy_ha": -191.7424, "homo_lumo_gap_ev": 8.6499}

***

No. 11
{"formula": "C3H4O2", "method": "the ωB97M-V functional and the def2-TZVPD basis", "species": ["O", "O", "C", "C", "C", "H", "H", "H", "H"], "coordinates": [[-1.8347, -0.5761, -0.6830], [-0.1546, -1.6389, 0.4226], [-0.5489, -0.8737, -0.6092], [0.6422, 1.3742, 0.0562], [1.3734, 2.1184, 0.6518], [-2.2362, -0.6701, 0.1954], [-0.0157, -0.8689, -1.5475], [0.8015, -1.7492, 0.4463], [1.9730, 2.8842, 1.0674]], "e_above_lowest_kcal_mol": 124.2, "homo_energy_ev": -8.562, "e_lumo_ev": -0.26, "mol_weight_g_mol": 72.063, "total_energy_ha": -266.9949, "homo_lumo_gap_ev": 8.3058}

***

No. 12
{"formula": "C3H4O2", "method": "the ωB97M-V functional and the def2-TZVPD basis", "species": ["O", "O", "C", "C", "C", "H", "H", "H", "H"], "coordinates": [[-0.4387, 0.7954, -0.0564], [-2.1206, -0.7200, -0.0719], [1.7214, -0.1282, -0.0672], [-1.7231, 0.4039, 0.0147], [0.4272, -0.3326, -0.0601], [-2.3040, 1.3076, 0.0886], [2.4747, -0.8846, 0.2806], [2.1137, 0.8674, -0.1413], [-0.1507, -1.3088, 0.0131]], "e_above_lowest_kcal_mol": 25.7, "homo_energy_ev": -9.954, "smiles": "C=COC=O", "e_lumo_ev": 1.02, "mol_weight_g_mol": 72.063, "total_energy_ha": -267.1518, "homo_lumo_gap_ev": 10.9746}

***

No. 13
{"formula": "C3H4O2", "method": "the ωB97M-V functional and the def2-TZVPD basis", "species": ["O", "O", "C", "C", "C", "H", "H", "H", "H"], "coordinates": [[3.9231, -0.3227, -0.0702], [2.7400, 0.5183, -0.0210], [0.4122, 0.5444, 0.0430], [-0.8252, -0.0001, -0.0668], [1.6702, -0.1045, 0.0974], [-1.0956, -1.0339, 0.0023], [1.9746, -1.1714, 0.3020], [-1.6829, 0.6796, 0.0815], [0.4934, 1.5764, -0.0346]], "e_above_lowest_kcal_mol": 130.6, "homo_energy_ev": [-9.015, -9.018], "e_lumo_ev": [-1.23, -1.23], "mol_weight_g_mol": 72.063, "total_energy_ha": -266.9847, "homo_lumo_gap_ev": [7.7890, 7.7927]}

***

No. 14
{"formula": "C3H4O2", "method": "the ωB97M-V functional and the def2-TZVPD basis", "species": ["O", "O", "C", "C", "C", "H", "H", "H", "H"], "coordinates": [[-1.0631, -0.6993, 0.7179], [2.0905, 0.3364, -0.4282], [-1.0697, -0.0992, -0.5659], [1.3405, -0.1679, 0.3719], [-0.0861, 0.2807, 0.4503], [-0.2855, 1.3353, 0.5278], [-1.9304, 0.5640, -0.6851], [1.6882, -0.9676, 1.0621], [-0.6845, -0.5824, -1.4508]], "e_above_lowest_kcal_mol": 55.7, "homo_energy_ev": -10.193, "smiles": "O=C[C@H]1CO1", "e_lumo_ev": 0.66, "mol_weight_g_mol": 72.063, "total_energy_ha": -267.1040, "homo_lumo_gap_ev": 10.8566}

***

No. 15
{"formula": "C3H4O2", "method": "the ωB97M-V functional and the def2-TZVPD basis", "species": ["O", "O", "C", "C", "C", "H", "H", "H", "H"], "coordinates": [[-0.4983, -1.6975, -0.7046], [-1.2347, -1.1203, 1.3239], [0.8191, 0.7620, -0.9790], [-0.5297, -0.8854, 0.1732], [0.1818, 0.4244, 0.1258], [0.1769, 1.0780, 1.0127], [1.3257, 1.7320, -1.0741], [-1.0451, -0.3996, 1.9603], [0.8044, 0.1064, -1.8382]], "e_above_lowest_kcal_mol": 8.9, "homo_energy_ev": -10.713, "smiles": "C=CC(=O)O", "e_lumo_ev": 0.45, "mol_weight_g_mol": 72.063, "total_energy_ha": -267.1786, "homo_lumo_gap_ev": 11.1660}

***

No. 16
{"formula": "C3H4O2", "method": "the ωB97M-V functional and the def2-TZVPD basis", "species": ["O", "O", "C", "C", "C", "H", "H", "H", "H"], "coordinates": [[2.9788, 0.0229, 0.2527], [0.8907, -0.5913, -0.1272], [1.7589, 0.4177, -0.0186], [-2.0659, 0.7848, -0.4913], [-2.4745, -0.1941, 0.0957], [3.1843, -0.9011, 0.5014], [-2.6460, -0.9945, 0.6403], [-0.0431, -0.2281, -0.1168], [-1.5831, 1.6837, -0.7363]], "e_above_lowest_kcal_mol": 97.1, "homo_energy_ev": -9.026, "e_lumo_ev": 0.91, "mol_weight_g_mol": 72.063, "total_energy_ha": -267.0380, "homo_lumo_gap_ev": 9.9357}

***

No. 17
{"formula": "C3H4O2", "method": "the ωB97M-V functional and the def2-TZVPD basis", "species": ["O", "O", "C", "C", "C", "H", "H", "H", "H"], "coordinates": [[-0.6865, 1.4329, -0.0232], [2.0223, 0.6132, -0.0156], [0.5293, -0.3489, 0.0847], [-0.6134, 0.2667, 0.7900], [-0.6340, 0.1667, -0.6636], [-1.3023, -0.1484, -1.4329], [1.6574, 1.4997, -0.0823], [-1.2661, 0.0635, 1.6092], [0.8679, -1.3626, 0.1530]], "e_above_lowest_kcal_mol": 125.1, "homo_energy_ev": [-4.580, -9.710], "e_lumo_ev": [0.92, -3.09], "mol_weight_g_mol": 72.063, "total_energy_ha": -266.8302, "homo_lumo_gap_ev": [5.4962, 6.6170], "multiplicity": 3}

***

No. 18
{"formula": "C3H4O2P", "method": "the ωB97M-V functional and the def2-TZVPD basis", "species": ["P", "O", "O", "C", "C", "C", "H", "H", "H", "H"], "coordinates": [[0.8857, -0.4594, 0.6726], [2.7457, 1.1095, -0.6647], [1.6240, -1.6795, -0.1834], [-1.6862, 0.3982, 0.2030], [-0.5790, -0.6150, -0.1133], [1.9637, 1.2137, 0.2161], [-1.3211, 1.1961, 0.8310], [0.8932, -1.9051, -0.8702], [-1.9498, 0.8348, -0.7567], [-2.5762, -0.0933, 0.6655]], "e_above_lowest_kcal_mol": 80.3, "homo_energy_ev": [-2.436, -2.445], "e_lumo_ev": [4.28, 4.25], "mol_weight_g_mol": 103.037, "total_energy_ha": -608.4532, "homo_lumo_gap_ev": [6.7199, 6.6912], "total_charge": -1}

***

No. 19
{"formula": "C3H4O2S", "method": "the ωB97M-V functional and the def2-TZVPD basis", "species": ["S", "O", "O", "C", "C", "C", "H", "H", "H", "H"], "coordinates": [[2.6586, -0.0105, 0.0730], [0.5185, 1.9614, -0.2107], [0.4694, -1.6232, -0.2011], [-0.0200, -0.4432, -0.1797], [0.8734, 0.7551, -0.1472], [-1.4270, -0.0409, 0.1042], [-2.0694, -0.8996, -0.4588], [-1.5569, 1.6320, -0.0996], [1.9956, -1.2491, -0.4900], [-1.4422, -0.0818, 1.6099]], "e_above_lowest_kcal_mol": 141.7, "homo_energy_ev": -9.642, "e_lumo_ev": -1.66, "mol_weight_g_mol": 104.130, "total_energy_ha": -665.1599, "homo_lumo_gap_ev": 7.9831}

***

No. 20
{"formula": "C3H4O2S", "method": "the ωB97M-V functional and the def2-TZVPD basis", "species": ["S", "O", "O", "C", "C", "C", "H", "H", "H", "H"], "coordinates": [[2.6161, -0.1787, -0.1028], [-1.0990, 0.5409, -0.3055], [0.2830, -1.2805, -0.2867], [-1.0206, -0.8454, 0.0770], [1.0800, -0.1618, -0.0985], [0.1968, 1.0446, -0.0641], [0.3823, 1.4556, 0.9445], [-1.7476, -1.3809, -0.5129], [-1.1687, -0.8947, 1.1637], [0.4777, 1.7010, -0.8147]], "e_above_lowest_kcal_mol": 30.9, "homo_energy_ev": -9.153, "smiles": "S=C1COCO1", "e_lumo_ev": 0.31, "mol_weight_g_mol": 104.130, "total_energy_ha": -665.3364, "homo_lumo_gap_ev": 9.4673}